# 1
The following is a DFT calculation (wB97M-V/def2-TZVPD) of an isolated molecule of H3NOS2.

CARTESIAN COORDINATES (ANGSTROEM)
N -0.947 0.268 0.379
S 0.553 -0.376 -0.197
O 0.601 -1.760 0.195
S 2.086 0.810 0.115
H -1.147 0.237 1.377
H -1.241 1.048 -0.196
H 0.095 -0.226 -1.673

Properties
SMILES: N[S@H](=O)=S
Lowest unoccupied orbital energy: -0.064 eV
Kohn-Sham gap: 9.384 eV
Spin multiplicity: 1

# 2
The following is a DFT calculation (wB97M-V/def2-TZVPD) of a structure of composition C3H8Br2N2.

CARTESIAN COORDINATES (ANGSTROEM)
C -0.341 1.045 -1.800
C 1.264 -0.956 0.432
C -1.130 -0.627 1.373
N 0.033 0.935 -0.364
N -0.035 -0.421 0.104
Br -2.723 0.072 0.663
Br -0.576 0.406 2.873
H -0.030 2.052 -2.033
H 0.510 0.498 -2.417
H -1.266 0.605 -1.988
H 1.972 -0.641 -0.422
H 1.491 -0.823 1.435
H 1.152 -2.010 0.425
H -1.150 -1.609 1.739
H 0.830 1.474 -0.020

Properties
Lowest unoccupied orbital energy: 0.763 eV
Kohn-Sham gap: 9.349 eV
Spin multiplicity: 1

# 3
The following is a DFT calculation (wB97M-V/def2-TZVPD) of a structure of composition C26H48OP2Re.

CARTESIAN COORDINATES (ANGSTROEM)
Re -0.899 -0.356 -1.391
C -2.007 1.553 0.399
C -2.611 0.747 -0.661
C -2.081 -0.611 1.204
C -1.780 0.735 1.521
C -2.627 -0.645 -0.161
C -1.798 3.019 0.337
H -1.670 3.333 -0.701
H -0.898 3.317 0.904
H -2.674 3.566 0.726
C -1.366 1.284 2.849
H -1.776 2.293 2.962
H -0.272 1.366 2.993
H -1.781 0.691 3.674
C -2.354 -1.685 2.191
H -3.287 -2.194 1.945
H -2.521 -1.256 3.186
H -1.586 -2.473 2.225
C -3.546 -1.672 -0.707
H -4.510 -1.205 -0.957
H -3.688 -2.468 0.028
H -3.188 -2.132 -1.636
C -3.524 1.268 -1.725
H -4.524 1.471 -1.325
H -3.637 0.529 -2.524
H -3.119 2.181 -2.172
C 1.006 0.420 -1.391
C -0.077 1.314 -1.888
C -0.284 1.601 -3.362
C -1.090 0.506 -4.134
C -1.340 -0.723 -3.274
C -0.212 -1.516 -2.807
C 1.193 -1.249 -3.274
C 1.940 -0.134 -2.453
H 0.683 1.748 -3.846
H -0.547 0.215 -5.045
H -0.843 2.546 -3.419
H 2.271 0.694 -3.110
H 1.483 0.770 -0.433
H -0.244 2.123 -1.173
H 2.846 -0.554 -1.975
H 1.764 -2.169 -3.120
H -0.439 -2.518 -2.445
H 1.222 -0.965 -4.344
H -2.056 0.951 -4.432
H -2.250 -1.276 -3.533
P 2.254 2.609 0.920
C 2.149 3.012 2.699
H 2.982 3.671 2.986
H 2.196 2.070 3.267
H 1.181 3.494 2.919
C 3.983 2.071 0.716
H 4.680 2.841 1.057
H 4.165 1.854 -0.343
H 4.132 1.143 1.278
C 2.219 4.237 0.089
H 2.275 4.072 -1.002
H 3.069 4.858 0.416
H 1.260 4.743 0.301
P 1.272 -3.053 1.306
C -0.196 -3.473 0.286
H 0.166 -4.168 -0.496
H -0.633 -2.557 -0.198
H -0.970 -3.993 0.859
C 2.527 -2.749 0.044
H 2.066 -2.229 -0.818
H 2.960 -3.709 -0.267
H 3.317 -2.108 0.449
C 1.527 -4.321 2.528
H 1.846 -5.225 1.990
H 0.586 -4.541 3.058
H 2.306 -4.028 3.246
C 0.702 -1.323 3.549
C 1.261 -1.381 2.160
O 1.747 -0.382 1.561
H 0.880 -2.253 4.112
H -0.380 -1.141 3.521
H 1.173 -0.486 4.082

Properties
Lowest unoccupied orbital energy (alpha / beta): -6.589 / -8.341 eV
Kohn-Sham gap (alpha / beta): 5.985 / 4.248 eV
Spin multiplicity: 4
Total charge: +2
⟨S²⟩: 3.7749

# 4
The following is a DFT calculation (wB97M-V/def2-TZVPD) of a structure of composition C25H18ClN5O5Tl.

CARTESIAN COORDINATES (ANGSTROEM)
Tl -0.622 -0.301 0.968
C 2.725 -3.320 1.053
C 1.433 -2.585 0.958
N 1.318 -1.336 1.202
N 2.342 -0.540 1.560
C 2.046 0.749 1.411
O 0.958 1.193 0.880
C 3.049 1.732 1.852
C 2.772 3.093 1.734
C 3.700 4.026 2.164
C 4.906 3.605 2.707
C 5.187 2.249 2.822
C 4.263 1.311 2.396
C 0.187 -3.286 0.525
C 0.150 -4.661 0.358
C -1.026 -5.259 -0.076
C -2.135 -4.472 -0.336
C -2.026 -3.106 -0.144
N -0.896 -2.538 0.267
H 3.517 -2.630 1.323
H 2.965 -3.797 0.101
H 2.663 -4.103 1.812
H 1.830 3.409 1.310
H 3.484 5.082 2.076
H 5.630 4.335 3.043
H 6.128 1.924 3.245
H 4.472 0.255 2.482
H 1.025 -5.257 0.569
H -1.072 -6.332 -0.206
H -3.068 -4.899 -0.676
H -2.865 -2.443 -0.321
O -6.213 1.795 0.891
C -5.699 1.920 -0.316
O -6.318 2.354 -1.248
C -4.270 1.491 -0.514
C -3.587 1.616 -1.724
Cl -4.101 2.196 -3.219
N -2.340 1.127 -1.566
N -2.187 0.695 -0.307
C -3.326 0.902 0.343
C -3.366 0.500 1.798
O -4.362 0.714 2.457
O -2.294 -0.066 2.268
C -1.225 1.086 -2.464
C -0.598 -0.133 -2.672
C 0.525 -0.180 -3.484
C 0.994 0.979 -4.087
C 0.345 2.188 -3.876
C -0.769 2.252 -3.053
H -5.584 1.406 1.546
H -1.002 -1.040 -2.236
H 1.023 -1.125 -3.660
H 1.866 0.940 -4.726
H 0.711 3.090 -4.345
H -1.265 3.194 -2.864

Properties
Lowest unoccupied orbital energy: -4.229 eV
Kohn-Sham gap: 7.340 eV
Spin multiplicity: 1
Total charge: +1

Asked for E across the records above, the calculation gives -25254.6534, -146302.9280, -50475.7945, -61114.9700 eV in order.
Asked for energy relative to the best compared isomer or geometry (same formula, charge and spin) across the records above, the calculation gives 28.6, 20.1, 33.3, 4.1 kcal per mole in order.
Asked for largest force on an atom across the records above, the calculation gives 2.83, 5.98, 6.07, 0.26 eV Å⁻¹ in order.